DFT (ωB97M-V/def2-TZVPD) results for a molecular structure, C33H88F3MnN8O11S in a non-equilibrium geometry.

Cartesian coordinates (Å):
Mn -0.588 0.753 2.448
C -2.259 0.720 -1.551
F -1.615 1.348 -2.471
F -2.899 1.469 -0.715
F -3.118 -0.059 -2.224
S -1.195 -0.435 -0.566
O -2.100 -1.324 0.170
O -0.287 -0.999 -1.519
O -0.468 0.586 0.323
C 5.815 1.568 -1.190
C 4.500 1.673 -1.939
C 4.425 0.757 -3.122
O 3.323 0.976 -3.948
C 3.278 2.259 -4.639
N 3.365 1.527 -0.963
H 5.836 0.716 -0.523
H 5.956 2.416 -0.451
H 6.650 1.554 -1.905
H 4.407 2.742 -2.201
H 4.384 -0.276 -2.844
H 5.320 0.822 -3.762
H 2.491 2.173 -5.366
H 4.256 2.582 -5.000
H 2.908 3.081 -3.966
H 3.520 0.937 -0.195
H 2.554 1.096 -1.454
C 3.653 -2.523 -0.545
C 3.149 -2.776 0.847
C 4.393 -2.587 1.731
O 4.793 -1.224 1.645
C 6.149 -1.069 2.022
N 2.034 -1.899 1.226
H 4.248 -1.598 -0.545
H 2.792 -2.528 -1.211
H 4.272 -3.380 -0.765
H 2.827 -3.813 0.933
H 5.218 -3.211 1.367
H 4.171 -2.782 2.798
H 6.329 -1.381 3.099
H 6.532 -0.085 1.951
H 6.744 -1.653 1.317
H 1.283 -2.153 0.606
H 2.318 -0.959 0.942
C -7.248 0.992 -0.019
C -7.394 2.279 -0.856
C -8.706 2.964 -0.544
O -9.688 2.007 -0.896
C -10.964 2.573 -1.212
N -6.233 3.162 -0.718
H -8.028 0.269 -0.228
H -7.224 1.239 1.052
H -6.265 0.488 -0.302
H -7.425 1.995 -1.876
H -8.906 3.892 -1.182
H -8.703 3.259 0.481
H -11.614 1.681 -1.293
H -10.920 3.197 -2.093
H -11.401 3.130 -0.391
H -5.637 3.050 -1.511
H -6.466 4.169 -0.678
C -2.457 -4.432 4.179
C -0.997 -4.222 3.837
C -0.276 -5.422 3.249
O 1.065 -5.205 2.810
C 1.969 -5.257 3.871
N -0.909 -3.132 2.860
H -2.565 -5.389 4.657
H -3.030 -4.554 3.248
H -2.814 -3.613 4.793
H -0.452 -3.978 4.810
H -0.758 -5.795 2.333
H -0.299 -6.229 4.006
H 2.148 -6.229 4.322
H 1.617 -4.650 4.663
H 2.857 -4.727 3.548
H -1.377 -3.487 2.019
H 0.058 -3.044 2.496
C 3.670 2.178 2.370
C 2.338 1.403 2.298
C 2.357 0.451 3.441
O 1.018 -0.143 3.597
C 0.934 -1.268 4.493
N 1.160 2.254 2.405
H 3.679 2.970 1.593
H 4.521 1.478 2.233
H 3.862 2.600 3.392
H 2.184 0.919 1.333
H 2.697 0.946 4.336
H 2.984 -0.389 3.202
H 1.614 -2.015 4.139
H -0.079 -1.685 4.529
H 1.084 -0.918 5.573
H 1.089 2.933 1.686
H 1.188 2.862 3.235
C 1.918 6.079 -0.828
C 0.619 5.390 -0.551
C -0.274 5.394 -1.764
O -1.421 4.650 -1.438
C -2.466 4.621 -2.449
N 1.027 4.004 -0.129
H 1.913 7.164 -0.880
H 2.364 5.741 -1.783
H 2.684 5.670 -0.144
H 0.159 5.834 0.309
H 0.182 4.959 -2.636
H -0.629 6.439 -2.072
H -2.051 4.140 -3.390
H -2.808 5.638 -2.639
H -3.293 4.121 -1.991
H 0.400 3.370 -0.689
H 1.932 3.792 -0.476
C -4.702 -0.542 3.649
C -3.551 0.050 2.819
C -3.582 1.591 2.736
O -2.343 2.095 2.150
C -2.192 3.510 1.779
N -2.197 -0.441 3.313
H -4.574 -1.594 3.594
H -5.706 -0.370 3.288
H -4.594 -0.112 4.663
H -3.668 -0.224 1.755
H -3.609 2.065 3.756
H -4.472 1.809 2.162
H -2.815 4.130 2.378
H -2.429 3.657 0.763
H -1.181 3.833 2.007
H -2.048 -1.479 3.113
H -2.206 -0.397 4.367
C 4.026 -5.737 -6.165
C 2.570 -5.306 -5.973
C 2.374 -3.975 -5.249
O 1.048 -3.660 -5.118
C 0.787 -2.462 -4.420
N 1.860 -5.336 -7.252
H 4.598 -5.667 -5.238
H 4.479 -5.081 -6.971
H 3.989 -6.792 -6.527
H 2.011 -6.009 -5.297
H 2.910 -3.208 -5.783
H 2.897 -4.049 -4.277
H 0.990 -2.549 -3.326
H -0.287 -2.210 -4.494
H 1.328 -1.570 -4.781
H 2.386 -4.767 -7.888
H 1.020 -4.801 -7.119

- Gap between HOMO and LUMO (spin up / spin down): 8.173 / 8.007 eV
- Lowest unoccupied orbital energy (spin up / spin down): -2.09 / -2.26 eV
- Charge: +1
- Energy above the lowest of the compared OMol25 structures with the same formula, charge and spin: 0.0 kcal/mol
- 2S+1: 6


DFT (ωB97M-V/def2-TZVPD) results for a molecular structure, C33H91N6O14V in a non-equilibrium geometry.

Cartesian coordinates (Å):
O 8.820 -26.513 1.367
V 8.848 -25.022 0.850
C 7.555 -23.162 -2.281
C 7.710 -24.640 -2.038
C 8.460 -25.167 -3.223
O 8.330 -24.632 -0.811
H 7.076 -22.943 -3.236
H 8.526 -22.685 -2.193
H 6.941 -22.734 -1.431
H 6.785 -25.178 -1.934
H 8.947 -26.126 -3.126
H 9.286 -24.471 -3.448
H 7.820 -25.217 -4.097
C 11.725 -25.738 0.246
C 11.658 -26.809 -0.805
O 12.261 -26.311 -1.970
O 10.875 -24.675 0.009
H 12.811 -25.405 0.382
H 11.432 -26.106 1.222
H 10.603 -26.974 -1.118
H 12.204 -27.650 -0.466
H 13.147 -25.982 -1.729
H 10.951 -24.285 -0.860
C 11.516 -22.288 -3.668
C 12.966 -22.354 -4.188
O 13.398 -23.757 -4.043
O 11.489 -23.022 -2.412
H 10.864 -22.749 -4.420
H 11.180 -21.256 -3.470
H 13.649 -21.803 -3.503
H 13.133 -22.028 -5.218
H 12.715 -24.227 -4.592
H 11.815 -23.929 -2.713
C 11.109 -25.782 -7.164
C 11.919 -26.570 -6.159
O 11.651 -26.082 -4.786
O 11.190 -24.357 -6.872
H 10.048 -26.045 -7.159
H 11.546 -26.019 -8.124
H 12.992 -26.463 -6.379
H 11.630 -27.611 -6.201
H 12.133 -26.666 -4.157
H 11.881 -23.987 -7.449
C 3.937 -27.596 -1.117
C 5.238 -28.160 -0.601
C 6.379 -28.143 -1.648
O 7.230 -29.251 -1.232
C 8.551 -29.090 -1.784
N 5.749 -27.461 0.586
H 3.562 -28.121 -2.009
H 4.087 -26.540 -1.419
H 3.179 -27.585 -0.355
H 5.053 -29.220 -0.398
H 6.938 -27.238 -1.517
H 6.098 -28.301 -2.701
H 9.204 -28.464 -1.176
H 8.503 -28.588 -2.798
H 8.950 -30.057 -1.843
H 5.366 -27.896 1.426
H 6.721 -27.819 0.678
C 5.536 -23.440 3.270
C 6.751 -23.529 2.303
C 7.978 -22.805 2.782
O 9.112 -23.229 1.949
C 10.144 -22.209 1.763
N 6.959 -24.891 1.893
H 4.678 -23.906 2.810
H 5.127 -22.460 3.462
H 5.816 -23.844 4.242
H 6.468 -23.037 1.392
H 8.294 -23.049 3.814
H 7.708 -21.731 2.740
H 10.918 -22.799 1.302
H 10.380 -21.792 2.743
H 9.745 -21.476 1.074
H 6.181 -25.230 1.301
H 6.929 -25.600 2.588
C 2.473 -25.280 -3.612
C 3.028 -25.626 -5.040
C 4.383 -26.327 -4.856
O 4.917 -26.869 -6.068
C 5.281 -25.869 -7.049
N 2.079 -26.561 -5.708
H 3.167 -24.808 -2.947
H 2.193 -26.250 -3.173
H 1.573 -24.693 -3.746
H 3.048 -24.654 -5.547
H 4.232 -27.226 -4.267
H 5.163 -25.697 -4.409
H 5.707 -25.022 -6.561
H 4.387 -25.531 -7.601
H 5.885 -26.333 -7.837
H 1.768 -27.285 -5.050
H 2.488 -26.920 -6.544
C 8.600 -20.794 -4.805
C 7.407 -19.897 -5.102
C 6.178 -20.132 -4.121
O 5.748 -21.441 -4.376
C 4.453 -21.721 -3.929
N 7.861 -18.437 -5.158
H 9.105 -20.481 -3.887
H 9.282 -20.702 -5.690
H 8.245 -21.801 -4.694
H 7.008 -20.409 -6.009
H 5.528 -19.290 -4.404
H 6.546 -19.969 -3.085
H 3.664 -21.151 -4.363
H 4.458 -21.671 -2.842
H 4.284 -22.719 -4.244
H 7.188 -17.888 -5.705
H 8.636 -18.474 -5.796
C 9.696 -31.996 -4.421
C 8.774 -31.407 -5.477
C 9.496 -30.360 -6.299
O 9.659 -29.154 -5.615
C 8.571 -28.259 -5.729
N 8.290 -32.453 -6.374
H 9.118 -32.572 -3.708
H 10.199 -31.186 -3.933
H 10.401 -32.643 -4.927
H 7.896 -30.944 -5.003
H 9.039 -30.182 -7.276
H 10.506 -30.743 -6.549
H 7.658 -28.689 -5.333
H 8.388 -27.894 -6.792
H 8.880 -27.432 -5.101
H 7.446 -32.193 -6.887
H 8.175 -33.356 -5.998
C 6.618 -16.890 2.654
C 6.925 -16.743 1.119
C 7.536 -18.010 0.641
O 6.593 -19.052 0.801
C 6.774 -20.165 -0.084
N 5.829 -16.387 0.251
H 5.990 -17.773 2.685
H 6.124 -15.993 3.125
H 7.572 -16.991 3.277
H 7.624 -15.958 1.015
H 8.423 -18.144 1.285
H 7.789 -17.901 -0.410
H 7.749 -20.678 0.147
H 6.810 -19.884 -1.129
H 5.899 -20.776 0.198
H 5.223 -15.680 0.613
H 5.200 -17.184 0.145

- Gap between HOMO and LUMO (spin up / spin down): 8.219 / 8.452 eV
- Lowest unoccupied orbital energy (spin up / spin down): -2.28 / -2.05 eV
- Charge: +1
- Energy above the lowest of the compared OMol25 structures with the same formula, charge and spin: 3.4 kcal/mol
- 2S+1: 2


DFT (ωB97M-V/def2-TZVPD) results for 12 unconnected molecules or ions with the total composition C33H91NO13 in a non-equilibrium geometry.

Cartesian coordinates (Å):
C 1.705 2.982 1.612
O 1.314 3.951 0.607
H 1.919 3.465 2.565
H 0.878 2.308 1.843
H 2.477 2.269 1.320
H 1.705 3.721 -0.242
C 2.566 -5.122 -1.725
O 2.679 -4.200 -2.804
H 1.590 -4.953 -1.268
H 2.631 -6.150 -2.085
H 3.388 -5.035 -1.016
H 1.995 -4.341 -3.467
C 0.252 -3.541 -4.928
O 0.513 -4.785 -4.333
H 0.723 -3.326 -5.889
H -0.790 -3.335 -5.181
H 0.562 -2.765 -4.229
H 0.194 -5.446 -4.952
C 0.228 -0.926 3.301
O -0.150 -0.237 4.501
C 0.021 1.151 4.384
C -0.597 1.941 5.504
N 0.173 1.646 6.728
C -0.451 2.244 7.910
C -1.540 1.291 8.501
O -1.052 -0.070 8.553
C -0.075 -0.309 9.545
H 0.114 -2.005 3.405
H 1.239 -0.661 2.991
H -0.481 -0.664 2.514
H -0.472 1.554 3.496
H 1.082 1.386 4.279
H -1.648 1.732 5.712
H -0.538 3.001 5.252
H 0.112 0.639 6.812
H -0.853 3.242 7.734
H 0.432 2.375 8.537
H -2.391 1.238 7.822
H -1.945 1.580 9.472
H 0.898 -0.339 9.053
H -0.152 -1.347 9.873
H -0.178 0.337 10.417
C 3.230 3.010 -3.893
C 2.933 3.888 -2.668
C 1.601 4.646 -2.704
O 2.927 3.008 -1.526
H 2.493 2.218 -4.034
H 4.186 2.486 -3.869
H 3.185 3.546 -4.842
H 3.803 4.538 -2.573
H 1.518 5.419 -3.469
H 1.408 5.193 -1.780
H 0.785 3.937 -2.847
H 2.419 2.275 -1.889
C 4.348 -1.363 1.460
C 5.581 -2.173 1.139
C 5.955 -2.233 -0.321
O 6.612 -1.529 1.863
H 4.177 -1.426 2.536
H 3.492 -1.838 0.977
H 4.399 -0.300 1.227
H 5.524 -3.199 1.508
H 5.116 -2.673 -0.862
H 6.813 -2.896 -0.431
H 6.183 -1.265 -0.765
H 6.474 -1.857 2.755
C -3.368 0.915 2.933
C -4.429 0.064 3.666
C -3.950 -0.471 5.008
O -5.557 0.855 3.853
H -2.470 0.359 2.661
H -3.084 1.785 3.525
H -3.718 1.285 1.968
H -4.709 -0.815 3.083
H -3.119 -1.139 4.784
H -4.773 -0.982 5.509
H -3.658 0.308 5.713
H -5.789 1.295 3.032
C -1.033 2.347 -5.592
C -1.835 1.002 -5.677
C -1.459 0.094 -4.499
O -3.221 1.341 -5.554
H -1.115 2.860 -4.634
H -1.459 3.053 -6.306
H 0.029 2.182 -5.775
H -1.687 0.470 -6.617
H -0.436 -0.239 -4.681
H -2.150 -0.749 -4.530
H -1.547 0.587 -3.531
H -3.426 1.666 -4.671
C 5.563 -0.899 -3.654
C 4.174 -1.125 -4.151
C 4.009 -2.174 -5.257
O 3.391 -1.443 -2.984
H 6.323 -0.601 -4.376
H 5.931 -1.859 -3.285
H 5.605 -0.221 -2.802
H 3.789 -0.181 -4.541
H 4.574 -1.930 -6.158
H 2.976 -2.370 -5.540
H 4.464 -3.100 -4.902
H 3.484 -2.377 -2.769
C -5.160 -3.487 -0.085
C -3.704 -3.101 0.324
C -3.369 -1.711 -0.081
O -3.736 -3.174 1.759
H -5.433 -4.493 0.237
H -5.291 -3.508 -1.168
H -5.955 -2.888 0.361
H -3.016 -3.836 -0.093
H -4.057 -0.949 0.287
H -3.215 -1.687 -1.160
H -2.445 -1.351 0.374
H -4.665 -3.150 2.002
C -4.299 2.220 -0.713
C -4.626 2.146 -2.220
C -5.757 3.126 -2.569
O -3.494 2.470 -3.034
H -3.499 1.547 -0.400
H -5.163 1.924 -0.118
H -3.953 3.205 -0.398
H -5.119 1.210 -2.484
H -5.816 3.324 -3.640
H -5.525 4.083 -2.101
H -6.730 2.739 -2.267
H -3.178 3.318 -2.711
C -0.141 0.767 -0.409
C 1.045 -0.119 -0.788
C 0.638 -1.567 -0.945
O 1.520 0.365 -2.025
H -0.475 0.625 0.619
H -1.002 0.693 -1.074
H 0.230 1.790 -0.495
H 1.874 -0.081 -0.079
H -0.151 -1.645 -1.694
H 0.502 -2.003 0.045
H 1.390 -2.233 -1.374
H 2.213 -0.269 -2.246

- Gap between HOMO and LUMO: 8.844 eV
- Lowest unoccupied orbital energy: 0.25 eV
- Charge: 0
- Energy above the lowest of the compared OMol25 structures with the same formula, charge and spin: 0.0 kcal/mol